No. 1
Below is a structure of composition C35H38F9N2OP2RuSi2 in a non-equilibrium geometry, with properties calculated with ωB97M-V with the def2-TZVPD basis set.

The net charge is +1. As for the LUMO energy (alpha / beta): -3.872 / -5.032 eV. Its expectation value of S² is 6.029. Its spin multiplicity is 5. The orbital gap (alpha / beta) comes out at 7.514 / 6.863 eV. For the HOMO energy (alpha / beta), the calculation gives -11.386 / -11.895 eV.

Each line ends with the Löwdin spin population.
Atoms and positions in Å:
Ru1 -0.76598 -1.12826 -0.80354  2.67
C1 -0.48523 -1.70127 4.30673  0.01
Si1 0.00175 -2.19069 2.55356  0.02
C2 1.86183 -2.49930 2.38814  0.00
C3 -0.97218 -3.67338 1.88924  0.01
N1 -0.42599 -0.90835 1.44251  0.20
P1 -0.63000 0.66753 1.31802  0.06
C4 -0.28334 0.81839 -0.42784  0.51
P2 1.38324 0.56933 -0.96656  0.07
N2 1.43520 -1.04310 -1.01900  0.14
Si2 1.77467 -2.23227 -2.26440  0.01
C5 3.24393 -3.25358 -1.69760  0.00
C6 0.14339 -3.21443 -2.17367  0.03
C7 2.00907 -1.58469 -4.00863  0.00
C8 1.54134 1.37757 -2.56540  0.01
C9 0.39686 1.60160 -3.33070  0.01
C10 0.52188 2.18691 -4.58059  0.00
C11 1.77678 2.53562 -5.06119  0.00
C12 2.91516 2.29949 -4.30124  0.00
C13 2.80212 1.72385 -3.04653  0.00
C14 2.67078 1.25844 0.07133  0.01
C15 2.60178 2.61545 0.38503  0.00
C16 3.60673 3.18998 1.14198  0.00
C17 4.67530 2.41168 1.57142  0.00
C18 4.74426 1.06346 1.24938  0.00
C19 3.73662 0.47652 0.49761  0.00
C20 -2.32064 1.26290 1.48495  0.00
C21 -2.82087 2.16922 0.55381  0.01
C22 -4.06500 2.74682 0.75934  0.00
C23 -4.79976 2.42137 1.88934  0.00
C24 -4.30106 1.51306 2.81482  0.00
C25 -3.06118 0.93106 2.61662  0.00
C26 0.29688 1.64222 2.51532  0.00
C27 -0.16557 2.90498 2.88673  0.00
C28 0.52172 3.62538 3.85076  0.00
C29 1.65131 3.08464 4.44998  0.00
C30 2.11568 1.83142 4.07241  0.00
C31 1.44111 1.10980 3.10321  0.00
H1 0.02560 -2.33462 5.03530  0.00
H2 -0.22331 -0.66444 4.52330  0.00
H3 -1.55914 -1.82606 4.45862  0.00
H4 2.09156 -3.55474 2.55155  0.00
H5 2.19399 -2.22843 1.38396  0.00
H6 2.44637 -1.92799 3.11275  0.00
H7 -0.35300 -4.56694 1.79263  0.00
H8 -1.81021 -3.92161 2.54306  0.00
H9 -1.39166 -3.44427 0.90853  0.00
H10 3.09298 -3.69582 -0.71243  0.00
H11 3.39744 -4.06544 -2.41415  0.00
H12 4.15899 -2.65828 -1.67764  0.00
H13 -0.32508 -3.05508 -1.17512  0.01
H14 -0.53775 -2.91114 -2.97040  0.00
H15 0.27261 -4.29363 -2.25549  0.01
H16 2.91733 -0.98704 -4.09629  0.00
H17 2.10573 -2.43560 -4.68763  0.00
H18 1.16704 -0.97847 -4.34497  0.00
H19 -0.57507 1.30900 -2.94760  0.01
H20 -0.36000 2.37420 -5.17882  0.00
H21 1.87121 3.00333 -6.03229  0.00
H22 3.89130 2.56904 -4.68200  0.00
H23 3.68034 1.53968 -2.43891  0.00
H24 1.76466 3.20778 0.03028  0.00
H25 3.55798 4.24094 1.39448  0.00
H26 5.46620 2.86308 2.15640  0.00
H27 5.58452 0.46545 1.57690  0.00
H28 3.76655 -0.57539 0.23875  0.00
H29 -2.23089 2.41886 -0.32068  0.01
H30 -4.45893 3.44843 0.03594  0.00
H31 -5.77413 2.86662 2.04152  0.00
H32 -4.87314 1.26510 3.69929  0.00
H33 -2.65571 0.22818 3.33606  0.00
H34 -1.06068 3.30609 2.42951  0.00
H35 0.16407 4.60451 4.14080  0.00
H36 2.16781 3.64529 5.21819  0.00
H37 3.00147 1.41478 4.53395  0.00
H38 1.79262 0.13295 2.79555  0.00
F1 -4.59345 -3.31828 -2.94686  0.00
C32 -3.47886 -2.66079 -2.65637  0.00
F2 -2.77905 -2.51494 -3.78548  0.00
F3 -2.73372 -3.45613 -1.83244  0.00
C33 -3.67940 -1.28146 -1.95128  0.01
O1 -2.50453 -0.59905 -1.90578  0.11
C34 -4.28236 -1.56762 -0.52750  0.00
F4 -5.13820 -2.58971 -0.49438  0.00
F5 -3.26987 -1.88190 0.32649  0.02
F6 -4.89775 -0.50286 -0.02764  0.00
C35 -4.71623 -0.44674 -2.75814  0.00
F7 -4.62293 0.84196 -2.41990  0.00
F8 -5.96953 -0.86077 -2.51593  0.00
F9 -4.49641 -0.54940 -4.07303  0.00

No. 2
Below is a structure of composition C35H38FN5S3Sn, with properties calculated with ωB97M-V with the def2-TZVPD basis set.

The net charge is 0. As for the LUMO energy: -0.312 eV. Its spin multiplicity is 1. The energy above the lowest of the compared OMol25 structures with the same formula, charge and spin comes out at 6.13 kcal/mol. The orbital gap comes out at 7.107 eV. For the HOMO energy, the calculation gives -7.419 eV.

Each line ends with the Löwdin charge.
Atoms and positions in Å:
Sn1 -0.15142 0.23652 -0.32896  0.73
N1 -3.58861 0.32633 -2.95389  0.09
C1 -2.90519 0.57712 -1.81840  -0.81
S1 -1.38084 1.44118 -2.06784  0.71
N2 -3.38320 0.13075 -0.69943  0.03
N3 -2.63163 0.54164 0.37477  -0.06
C2 -3.18247 0.53141 1.52788  -0.19
C3 -4.51904 -0.05788 1.78878  -0.19
C4 -5.54815 0.69981 2.33784  -0.04
C5 -6.78561 0.12160 2.58043  -0.08
C6 -6.99211 -1.21981 2.29227  -0.09
C7 -5.96369 -1.98039 1.75148  -0.07
C8 -4.73235 -1.40086 1.49139  -0.03
C9 -2.42735 1.18487 2.63566  -0.22
C10 -2.80534 1.02461 3.96682  -0.01
C11 -2.13703 1.75126 4.93901  -0.06
C12 -1.10436 2.58870 4.55495  -0.07
C13 -0.76167 2.63219 3.21006  -0.16
N4 -1.41251 1.96682 2.26908  0.11
H1 -3.25448 0.66482 -3.83615  0.09
H2 -4.51081 -0.06784 -2.87631  0.11
H3 -5.38245 1.74567 2.56706  0.12
H4 -7.58707 0.71794 2.99672  0.10
H5 -7.95540 -1.67313 2.48763  0.10
H6 -6.12413 -3.02674 1.52616  0.10
H7 -3.92763 -1.97836 1.05355  0.11
H8 -3.61033 0.35121 4.22567  0.12
H9 -2.41370 1.65436 5.98106  0.11
H10 -0.55271 3.17500 5.27722  0.11
H11 0.09172 3.21106 2.87246  0.11
C14 1.14971 0.08165 4.03478  -0.12
C15 0.75041 -0.27474 2.62281  -0.74
S2 1.42426 0.78902 1.38468  0.70
C16 -0.03305 -1.33443 2.37712  -0.74
C17 -0.58101 -2.17606 3.50376  -0.11
S3 -0.56060 -1.86833 0.77510  0.66
H12 1.67951 1.03215 4.06587  0.06
H13 1.80751 -0.68053 4.46017  0.08
H14 0.27533 0.16174 4.68314  0.07
H15 0.18422 -2.38659 4.25183  0.08
H16 -0.96276 -3.12629 3.13482  0.06
H17 -1.40502 -1.66101 4.00866  0.08
C18 2.73067 3.18448 -3.54538  -0.06
C19 2.10039 2.48925 -2.33814  -0.39
C20 1.60162 3.52431 -1.32615  -0.07
C21 3.04667 1.48848 -1.69806  -0.16
C22 4.33178 1.88239 -1.33549  -0.03
C23 5.22007 0.97935 -0.77955  -0.07
C24 4.83059 -0.33621 -0.57837  -0.03
C25 3.55050 -0.76228 -0.90458  -0.15
C26 3.11988 -2.19067 -0.63905  -0.37
C27 3.68567 -3.13287 -1.70385  -0.05
C28 3.48918 -2.65757 0.76790  -0.06
C29 2.65743 0.16370 -1.46335  -0.27
N5 1.31865 -0.25145 -1.73333  -0.16
C30 1.04977 -0.72438 -3.00359  -0.26
C31 1.89430 -0.54112 -4.10563  -0.01
C32 1.57339 -1.04543 -5.35845  -0.09
C33 0.39815 -1.74798 -5.57028  -0.10
C34 -0.45952 -1.95535 -4.49555  -0.02
C35 -0.11411 -1.45482 -3.26669  -0.24
F1 -0.95914 -1.68659 -2.21648  -0.04
H18 2.00624 3.85219 -4.01543  0.08
H19 3.05870 2.45964 -4.29157  0.08
H20 3.59460 3.78646 -3.25709  0.07
H21 1.24110 1.92572 -2.71093  0.08
H22 2.43236 4.13492 -0.96323  0.09
H23 1.14311 3.05696 -0.45120  0.03
H24 0.86397 4.18773 -1.78130  0.08
H25 4.64067 2.90850 -1.49600  0.11
H26 6.21712 1.29841 -0.50272  0.10
H27 5.53139 -1.03669 -0.14056  0.11
H28 2.03246 -2.21507 -0.70861  0.09
H29 4.77895 -3.12674 -1.68191  0.08
H30 3.36668 -2.83771 -2.70487  0.07
H31 3.35162 -4.15730 -1.52579  0.08
H32 4.56989 -2.75247 0.89711  0.07
H33 3.04992 -3.63836 0.96097  0.08
H34 3.11270 -1.96124 1.52004  0.07
H35 2.82344 -0.00398 -3.96544  0.11
H36 2.26074 -0.88195 -6.17874  0.10
H37 0.15230 -2.13926 -6.54759  0.10
H38 -1.38288 -2.51143 -4.59075  0.12

No. 3
Below is a structure of composition C35H38IrN11S2Se in a non-equilibrium geometry, with properties calculated with ωB97M-V with the def2-TZVPD basis set.

The net charge is +2. As for the LUMO energy: -6.568 eV. Its spin multiplicity is 1. The energy above the lowest of the compared OMol25 structures with the same formula, charge and spin comes out at 29.44 kcal/mol. The orbital gap comes out at 6.270 eV. For the HOMO energy, the calculation gives -12.838 eV.

Each line ends with the Löwdin charge.
Atoms and positions in Å:
Ir1 1.66602 0.46759 0.55162  0.97
S1 -0.34052 -0.35209 1.87209  0.83
C1 -1.33815 -1.29196 0.86874  -0.58
N1 -2.60453 -1.47142 1.17140  -0.07
C2 -3.47874 -2.17493 0.22486  -0.07
C3 -2.72797 -3.34543 -0.33823  -0.08
N2 -1.49886 -2.86801 -0.97240  -0.07
C4 -1.19102 -3.39953 -2.31432  -0.10
C5 -2.15423 -2.81968 -3.32263  -0.22
C6 -1.91850 -1.55277 -3.85271  -0.04
C7 -2.82387 -0.98591 -4.73657  -0.07
C8 -3.98155 -1.67097 -5.08415  -0.06
C9 -4.21727 -2.93603 -4.56662  -0.06
C10 -3.30553 -3.50835 -3.68932  -0.05
C11 -0.78647 -1.93131 -0.36910  -0.64
S2 0.72733 -1.48651 -0.92845  0.78
C12 -3.25722 -0.90962 2.36362  -0.10
C13 -4.31790 0.08998 1.97127  -0.22
C14 -3.95338 1.24220 1.27803  -0.04
C15 -4.92087 2.15244 0.88531  -0.07
C16 -6.25756 1.91886 1.18645  -0.06
C17 -6.62165 0.78205 1.89054  -0.05
C18 -5.65194 -0.13214 2.28363  -0.03
H1 -3.78226 -1.49794 -0.57773  0.15
H2 -4.37273 -2.50367 0.74978  0.15
H3 -3.33434 -3.85831 -1.07852  0.13
H4 -2.47642 -4.04680 0.46250  0.15
H5 -1.27060 -4.48661 -2.28109  0.14
H6 -0.16902 -3.13518 -2.55828  0.08
H7 -1.01123 -1.02043 -3.58718  0.10
H8 -2.62599 -0.00982 -5.16049  0.11
H9 -4.69561 -1.22252 -5.76165  0.11
H10 -5.10885 -3.48048 -4.84750  0.11
H11 -3.48566 -4.50906 -3.31100  0.12
H12 -2.50016 -0.43587 2.97972  0.08
H13 -3.69442 -1.73237 2.93092  0.14
H14 -2.90518 1.42710 1.06048  0.09
H15 -4.63406 3.05135 0.35464  0.10
H16 -7.01291 2.63050 0.88131  0.11
H17 -7.65995 0.60323 2.13512  0.12
H18 -5.93636 -1.01747 2.84107  0.12
N3 2.90810 2.12948 -2.30384  0.21
C19 3.80136 1.28108 -1.79670  -0.41
N4 4.99291 1.23504 -2.36469  0.19
C20 5.86960 0.37401 -1.85257  -0.41
N5 7.08906 0.32524 -2.37246  0.21
N6 5.58936 -0.46919 -0.82928  0.20
C21 4.38627 -0.37412 -0.34114  -0.30
N7 3.43323 0.48717 -0.74922  0.04
C22 4.01325 -1.29529 0.74518  -0.21
C23 4.80264 -2.38658 1.05326  0.03
C24 4.38430 -3.26039 2.04163  0.00
C25 3.21296 -2.96906 2.72122  -0.01
C26 2.50133 -1.83446 2.38059  -0.13
N8 2.87047 -1.01987 1.38580  -0.07
H19 3.18903 2.72080 -3.06675  0.13
H20 2.01317 2.23882 -1.87387  0.05
H21 7.31501 0.90201 -3.16447  0.13
H22 7.77279 -0.30588 -1.99249  0.13
H23 5.72200 -2.53015 0.50584  0.12
H24 4.95560 -4.14993 2.26852  0.13
H25 2.84527 -3.61534 3.50533  0.12
H26 1.60104 -1.57356 2.91213  0.07
Se1 1.84315 5.54409 -0.00810  1.26
N9 0.27275 5.57249 -0.77252  -0.21
C27 -0.14698 4.32268 -0.85757  -0.37
C28 -1.36331 3.90491 -1.45122  0.04
C29 -1.60715 2.56882 -1.47955  -0.03
C30 -0.68551 1.65337 -0.92059  -0.13
N10 0.44724 1.97250 -0.32882  -0.07
C31 0.75539 3.32567 -0.31187  -0.46
N11 1.88665 3.79252 0.17233  -0.25
H27 -2.04549 4.63414 -1.86767  0.14
H28 -2.51581 2.18149 -1.91964  0.12
H29 -0.90085 0.59787 -0.98310  0.06
C32 2.86100 2.47401 4.40183  -0.07
C33 3.02952 1.46213 3.25515  -0.49
C34 4.35658 1.72755 2.55385  -0.06
C35 1.82080 1.62428 2.34299  -0.30
H30 3.70921 2.40540 5.08483  0.08
H31 1.94855 2.29298 4.97107  0.08
H32 2.82945 3.48934 4.00079  0.08
H33 3.03782 0.46421 3.70650  0.11
H34 4.34905 2.71886 2.09391  0.09
H35 4.56702 0.98932 1.78181  0.04
H36 5.17725 1.69914 3.27162  0.09
H37 1.83384 2.62830 1.93492  0.01
H38 0.90121 1.47207 2.91184  0.01

Listing total energy for the structures above in their given order: -103308.5886 -85418.7626 -143148.6316 eV.